21
Properties=species:S:1:pos:R:3:lowdin_charge:R:1 method="wB97M-V/def2-TZVPD" smiles=CS[C@@](C)([NH3+])CPS charge=+1 energy_ha=-1352.36296 orbital_gap_ev=9.3
C -0.678 0.643 1.613 -0.05
C 2.436 -0.959 1.255 -0.39
C -0.295 -1.000 -0.645 -0.43
C 0.246 0.506 0.332 -0.70
N -0.038 1.734 -0.528 0.10
P -2.047 -1.001 -1.167 0.51
S -2.148 0.431 -2.642 0.32
S 2.020 0.608 0.521 0.89
H -1.669 0.797 1.341 0.05
H -0.312 1.438 2.213 0.08
H -0.581 -0.274 2.134 0.07
H 3.514 -0.959 1.645 0.08
H 2.390 -1.803 0.489 0.06
H 1.686 -1.115 2.101 0.06
H -0.270 -1.799 0.153 0.07
H 0.524 -1.245 -1.269 0.04
H 0.561 2.392 -0.030 0.12
H -0.926 2.060 -0.854 0.09
H 0.447 1.671 -1.525 0.20
H -1.540 -1.985 -2.097 -0.05
H -3.320 -0.141 -3.040 -0.15